Entry 1:
{
  "formula": "C28H42AsCa2F9O20",
  "method": "ωB97M-V with the def2-TZVPD basis set",
  "symbols": ["Ca", "Ca", "As", "F", "F", "F", "F", "F", "F", "C", "O", "O", "C", "F", "F", "F", "C", "C", "H", "H", "H", "H", "H", "H", "C", "C", "C", "O", "C", "O", "O", "H", "H", "H", "H", "H", "H", "C", "C", "C", "O", "C", "O", "O", "H", "H", "H", "H", "H", "H", "C", "C", "C", "O", "C", "O", "O", "H", "H", "H", "H", "H", "H", "C", "C", "C", "O", "C", "O", "O", "H", "H", "H", "H", "H", "H", "C", "C", "C", "O", "C", "O", "O", "H", "H", "H", "H", "H", "H", "C", "C", "C", "O", "C", "O", "O", "H", "H", "H", "H", "H", "H"],
  "positions_angstrom": [[0.80525, -6.05392, 0.60781], [0.30893, -2.67374, -2.26200], [-2.93643, -4.87082, -1.67287], [-3.33739, -3.95688, -0.19491], [-1.66894, -3.62639, -2.05424], [-2.47766, -5.81694, -3.06293], [-4.37594, -5.97467, -1.39980], [-4.06956, -3.79597, -2.54347], [-1.87602, -5.77184, -0.52675], [-0.15470, -2.42551, 0.91364], [-0.36721, -1.51275, -0.15715], [0.15107, -3.64751, 0.18553], [0.85068, -1.51562, 1.80626], [1.90054, -2.09526, 2.32250], [1.31613, -0.45168, 1.20184], [0.18244, -1.10245, 2.88385], [-1.55447, -0.59056, -0.12588], [-1.90270, 0.11124, -1.35310], [-1.03500, 0.67698, -1.69241], [-2.16693, -0.46173, -2.24191], [-2.77944, 0.74477, -1.21866], [-1.53693, 0.08142, 0.73217], [-2.48813, -1.13460, 0.01696], [-1.08996, -2.38155, 1.47173], [-2.43781, -2.52430, 6.56418], [-2.25688, -2.01955, 5.05780], [-3.09547, -2.67697, 3.91583], [-3.85896, -1.61771, 3.46642], [-3.62983, -0.47336, 4.02206], [-4.17700, 0.61235, 3.71588], [-2.65307, -0.64520, 5.01306], [-1.84199, -2.09646, 7.37044], [-2.24029, -3.59159, 6.66403], [-3.44453, -2.25646, 6.88493], [-1.20537, -1.94835, 4.77968], [-3.65227, -3.53784, 4.28592], [-2.38983, -2.97476, 3.14027], [-5.32589, 1.60833, 0.56267], [-6.53932, 2.48282, 0.82290], [-6.59402, 3.37270, 2.00640], [-7.17918, 4.54696, 1.45228], [-6.96989, 4.59141, 0.14961], [-7.27206, 5.52781, -0.56163], [-6.49449, 3.43247, -0.24063], [-5.06426, 0.80773, 1.25454], [-4.38712, 2.15913, 0.50402], [-5.49439, 1.07548, -0.37316], [-7.44043, 1.86957, 0.82875], [-5.57305, 3.50248, 2.36539], [-7.33071, 2.97284, 2.70316], [3.26246, 3.25212, -1.97906], [3.08153, 2.30979, -3.12585], [3.97979, 1.16385, -3.29174], [3.21431, 0.04414, -3.11569], [1.93336, 0.33569, -2.81603], [1.14792, -0.56211, -2.46341], [1.80795, 1.62521, -2.80214], [2.35630, 3.45640, -1.40877], [3.65253, 4.17839, -2.40093], [3.91199, 2.92572, -1.16686], [2.83418, 2.81614, -4.05887], [4.70490, 1.35854, -2.50154], [4.36607, 1.02970, -4.30213], [5.39137, -1.24302, 1.82043], [5.18185, -2.11678, 0.55670], [6.00525, -3.34184, 0.37713], [5.22469, -4.38666, 0.07966], [3.96593, -3.96945, 0.19435], [2.99817, -4.74480, 0.27953], [3.93705, -2.67830, 0.58543], [6.47899, -1.26845, 1.88773], [5.09210, -1.78376, 2.71829], [5.05978, -0.21236, 1.94653], [5.22642, -1.37031, -0.23633], [6.42274, -3.56335, 1.35935], [6.86498, -3.18815, -0.27506], [2.78428, 1.74418, 3.48242], [2.79032, 2.87994, 2.45391], [2.46678, 4.32441, 2.83558], [3.50755, 5.16814, 2.44428], [4.48623, 4.33660, 2.04492], [5.61413, 4.65244, 1.70067], [4.07705, 3.06843, 2.10647], [3.68829, 1.87494, 4.07719], [3.01355, 0.84472, 2.91101], [1.89777, 1.60741, 4.10169], [2.23259, 2.43620, 1.62920], [2.25269, 4.25375, 3.90201], [1.47583, 4.61655, 2.48807], [1.46585, 1.30079, -6.82325], [0.06157, 1.48234, -6.46850], [-0.56687, 0.12397, -6.27734], [-1.51102, 0.33561, -5.25212], [-1.31508, 1.63412, -4.84387], [-1.86981, 2.11740, -3.91495], [-0.16717, 2.18715, -5.33202], [2.13815, 2.14462, -6.66811], [1.63509, 1.15914, -7.89067], [1.97251, 0.54893, -6.21818], [-0.53302, 1.96569, -7.24370], [0.20648, -0.55951, -5.92680], [-1.05583, -0.26762, -7.16934]],
  "atomic_forces_ev_per_a": [[-0.328, 2.670, -0.496], [-0.709, 0.808, 1.790], [-6.087, -0.319, 0.844], [0.703, -0.400, -1.169], [0.518, -0.508, -0.222], [0.453, 0.968, 1.218], [2.808, 1.368, -0.108], [1.771, -1.068, 0.459], [0.882, -0.161, -0.965], [0.122, 0.381, -2.457], [-1.678, 1.358, -1.874], [0.863, 0.744, 2.144], [-0.203, -1.396, 0.621], [1.519, -1.918, 0.201], [0.009, 1.003, -1.082], [-1.373, 0.529, 0.276], [-1.194, -1.839, 1.742], [1.625, 1.212, -2.253], [-0.307, 0.716, -0.056], [-0.092, -0.764, 0.211], [0.285, 0.190, 0.296], [0.825, 0.098, -0.017], [0.338, -1.196, 0.745], [-0.008, -1.069, 0.328], [-0.348, 0.115, -1.148], [0.725, 0.185, 2.012], [2.049, -0.398, 1.791], [-2.127, -0.693, -2.059], [0.289, 4.119, 1.485], [1.991, -3.771, 0.980], [-1.936, 1.060, -1.486], [0.617, 0.602, -0.748], [-0.385, -0.137, -0.294], [-0.280, -0.467, -0.242], [0.080, -0.610, 0.135], [-0.432, 0.275, -0.300], [-0.337, -0.223, -0.218], [0.606, -0.661, -0.197], [0.605, -2.279, 0.560], [0.499, -1.191, 0.561], [-0.509, 2.946, -0.773], [0.752, -5.532, 4.467], [-0.494, 2.330, -1.929], [-0.481, 2.153, -3.002], [-0.829, 0.201, 0.688], [-0.211, 0.485, -0.202], [0.035, 0.244, -0.205], [-0.198, 0.193, -0.874], [-0.341, 0.718, 0.574], [0.502, 0.380, 0.460], [0.751, 0.985, 0.468], [-3.028, 1.116, -0.071], [2.192, 0.998, -0.831], [-1.866, -3.112, 0.953], [1.814, -0.182, 0.905], [0.467, 1.061, -1.133], [-2.093, -0.954, 0.002], [-0.400, 0.151, -0.743], [0.040, 0.176, 0.459], [0.559, -0.359, -0.380], [0.230, 0.229, 0.117], [0.694, -1.151, -0.265], [0.686, 0.633, 0.266], [1.449, -1.743, 0.527], [0.433, 3.448, 0.377], [5.063, 2.368, 2.224], [-3.457, -1.858, -2.025], [-0.480, -0.633, 2.780], [0.452, 0.620, -0.956], [-4.041, -2.486, -1.316], [0.264, 0.592, 0.255], [-0.262, -0.188, -0.023], [-0.272, -0.170, -0.949], [0.068, -0.438, -0.701], [0.422, -0.073, 0.174], [-0.291, -0.337, -0.346], [0.800, 0.340, 0.113], [-1.859, -0.421, 0.554], [-3.620, -1.032, 1.690], [0.084, -0.682, -0.126], [3.488, 1.280, -0.784], [-2.806, -0.563, 0.671], [3.591, -1.066, -1.720], [-0.275, 0.150, 0.569], [-0.407, -0.228, 0.039], [0.011, 0.148, -0.183], [-0.270, 0.701, -0.618], [0.867, 0.822, 0.498], [0.326, 0.474, -0.726], [2.643, 0.900, -0.511], [-0.286, -0.787, -3.347], [0.123, -0.773, -0.208], [-0.229, 1.559, -0.074], [0.744, -0.321, 3.104], [-0.956, 0.150, -0.202], [-1.279, -0.111, 1.615], [-0.530, 0.721, 0.219], [-0.292, -0.689, 0.044], [-0.231, -0.560, -0.201], [0.398, 0.247, -0.532], [-0.139, -0.404, 0.078], [0.125, 0.002, 0.057]],
  "charge": 3,
  "s_squared": 0.7547,
  "homo_lumo_gap_ev": [6.61, 3.19],
  "multiplicity": 2,
  "e_tot_ha": -7085.8765
}

Entry 2:
{
  "formula": "C6H10O",
  "method": "ωB97M-V with the def2-TZVPD basis set",
  "symbols": ["C", "C", "C", "C", "C", "C", "H", "H", "H", "H", "H", "H", "H", "H", "O", "H", "H"],
  "positions_angstrom": [[-1.95271, -0.65848, -1.52334], [-2.05650, -0.48784, -0.20644], [-0.95611, -0.45023, 0.73904], [0.33178, -0.71759, 0.47605], [1.40383, -0.20715, 1.31294], [2.72287, -0.30786, 1.15584], [-2.84167, -0.67555, -2.14103], [-1.00336, -0.96678, -1.93273], [-3.00434, -0.07975, 0.13423], [-1.12594, -0.23563, 1.78474], [0.59158, -1.08627, -0.50638], [1.09074, 0.46760, 2.10498], [3.22008, -0.99882, 0.48214], [3.39604, 0.13778, 1.87241], [-0.21300, 2.05182, -1.52295], [0.21904, 1.34479, -1.02756], [0.17767, 2.86998, -1.20195]],
  "atomic_forces_ev_per_a": [[-0.022, -0.903, 0.543], [-0.597, 0.877, -0.354], [0.794, -0.599, 0.418], [-0.044, 0.518, -0.653], [0.300, 0.265, 0.404], [0.207, -0.903, 0.232], [0.221, 0.278, -0.129], [0.012, 0.054, -0.446], [-0.053, -0.466, 0.325], [-0.525, 0.614, 0.012], [0.247, -0.163, -0.148], [-0.207, -0.148, 0.122], [-0.300, 0.175, -0.365], [-0.057, 0.322, 0.021], [0.039, 0.004, -0.063], [-0.078, 0.139, 0.056], [0.062, -0.066, 0.023]],
  "homo_lumo_gap_ev": 8.51,
  "e_tot_ha": -309.7759
}

Entry 3:
{
  "formula": "C21H20ClN12PdTe",
  "method": "ωB97M-V with the def2-TZVPD basis set",
  "symbols": ["Pd", "N", "C", "N", "N", "N", "N", "C", "N", "N", "N", "N", "H", "C", "Te", "C", "C", "C", "C", "C", "C", "C", "H", "H", "H", "H", "H", "H", "H", "H", "Cl", "C", "C", "C", "C", "C", "C", "C", "H", "H", "H", "H", "H", "H", "N", "C", "C", "N", "C", "C", "N", "H", "H", "H", "H", "H"],
  "positions_angstrom": [[1.10371, -0.08869, -0.98547], [3.45131, -1.19068, 1.53043], [3.71580, -1.44099, 0.20186], [4.77600, -2.15245, -0.17120], [4.70570, -2.19044, -1.51003], [3.67546, -1.53622, -1.93072], [3.01401, -1.03961, -0.85848], [2.25685, -0.74239, 2.07062], [1.93018, -0.96370, 3.33940], [0.73487, -0.36798, 3.47933], [0.36913, 0.16478, 2.35839], [1.32629, -0.04733, 1.42729], [4.01223, -1.73721, 2.16268], [-1.87893, 1.59135, 0.03212], [-1.05526, 1.00777, -1.85963], [-2.53957, -0.53614, -1.83062], [-3.49342, -0.18608, -0.71699], [-4.68661, -0.88716, -0.55627], [-5.55390, -0.58177, 0.47868], [-5.23156, 0.43328, 1.37077], [-4.04775, 1.13416, 1.21759], [-3.17217, 0.83555, 0.17550], [-2.03091, 2.66968, 0.04353], [-1.16184, 1.31614, 0.80899], [-2.03389, -1.48157, -1.64442], [-3.04058, -0.57185, -2.79689], [-4.93184, -1.68162, -1.25200], [-6.47773, -1.13497, 0.59210], [-5.90154, 0.67643, 2.18569], [-3.78755, 1.92100, 1.91550], [-1.12310, 6.37935, 0.77951], [-0.18295, 5.02287, 0.20585], [0.38707, 4.15088, 1.12239], [1.12001, 3.07255, 0.66319], [1.30134, 2.84732, -0.70845], [2.07885, 1.66782, -1.17411], [0.71876, 3.74999, -1.60110], [-0.02312, 4.83701, -1.15351], [0.24482, 4.31013, 2.18275], [1.53474, 2.36394, 1.36795], [2.94830, 1.52919, -0.53139], [2.42394, 1.77533, -2.20344], [0.85333, 3.60432, -2.66679], [-0.47139, 5.53121, -1.85133], [2.66289, -4.63376, -1.43419], [1.67100, -3.98261, -0.73329], [0.89850, -2.98324, -1.35544], [0.02577, -2.26409, -0.67673], [-0.16052, -2.56584, 0.61979], [0.52502, -3.61541, 1.19120], [1.44757, -4.31903, 0.52847], [3.16921, -4.02097, -2.06342], [3.30185, -5.10629, -0.81014], [1.06419, -2.73001, -2.39596], [-0.82682, -1.93383, 1.19090], [0.36425, -3.87812, 2.22950]],
  "atomic_forces_ev_per_a": [[-0.309, 0.030, -0.267], [0.125, 0.037, 0.012], [0.047, -0.083, -0.172], [-0.052, -0.061, 0.102], [0.000, 0.098, -0.044], [-0.026, -0.076, -0.041], [-0.012, 0.119, 0.191], [-0.281, 0.037, 0.057], [0.117, -0.050, -0.017], [-0.050, -0.022, -0.033], [-0.070, 0.049, 0.019], [0.147, -0.046, 0.086], [-0.003, 0.004, 0.009], [0.005, -0.028, -0.075], [0.011, -0.055, 0.187], [0.043, 0.040, 0.006], [-0.004, 0.025, 0.017], [-0.014, -0.013, 0.002], [0.001, -0.014, -0.010], [0.019, 0.021, 0.003], [-0.018, -0.009, 0.016], [-0.001, -0.002, 0.007], [0.015, 0.005, -0.006], [-0.005, -0.001, -0.001], [0.011, 0.007, -0.024], [-0.007, -0.008, 0.000], [0.000, 0.001, 0.002], [0.001, 0.001, -0.002], [0.001, -0.003, -0.001], [0.003, -0.004, 0.000], [-0.002, 0.003, 0.003], [-0.011, 0.016, 0.020], [-0.010, 0.024, -0.012], [0.008, 0.019, -0.056], [-0.063, -0.044, 0.056], [0.279, 0.130, 0.029], [0.010, 0.001, 0.005], [0.004, -0.017, -0.009], [-0.001, -0.009, 0.000], [0.003, 0.019, -0.011], [-0.037, -0.139, -0.023], [-0.119, -0.034, -0.037], [0.009, 0.001, -0.004], [0.002, -0.004, -0.006], [0.033, -0.006, -0.004], [-0.110, -0.048, 0.026], [0.057, -0.072, -0.036], [0.309, 0.204, 0.049], [-0.039, -0.067, -0.028], [-0.044, 0.008, 0.028], [0.032, 0.007, -0.023], [-0.007, -0.003, -0.008], [-0.008, 0.000, 0.007], [0.009, -0.002, -0.003], [0.000, -0.006, 0.016], [-0.003, 0.020, -0.001]],
  "charge": -1,
  "homo_lumo_gap_ev": 6.94,
  "e_tot_ha": -2325.4771
}

Entry 4:
{
  "formula": "C4H5BBrNO2S",
  "method": "ωB97M-V with the def2-TZVPD basis set",
  "symbols": ["C", "C", "C", "B", "O", "O", "H", "H", "H", "H", "H", "N", "C", "S", "Br"],
  "positions_angstrom": [[-1.66406, -2.02300, 0.34131], [-1.17410, -0.74113, -0.04362], [-0.61651, 0.31695, -0.29987], [-0.28616, 1.83441, -0.37594], [-0.81867, 2.34618, -1.51685], [0.44383, 2.56413, 0.55055], [-2.31081, -2.13255, 1.19184], [-2.08398, -2.69105, -0.38059], [-0.63086, -2.49822, 0.62436], [-0.72764, 3.30355, -1.53096], [1.14723, 3.17365, 0.22310], [1.17188, -1.53195, 1.73936], [1.44744, -1.06747, 0.71223], [1.90230, -0.26436, -0.68808], [4.20012, -0.58916, -0.54683]],
  "atomic_forces_ev_per_a": [[2.746, -1.863, 0.678], [-0.244, 1.814, -0.725], [-0.835, -0.502, 1.095], [0.173, -0.279, -0.310], [0.102, 0.748, -0.052], [0.542, -0.114, -0.536], [-0.079, 0.713, 0.645], [-0.201, 0.135, -1.080], [-1.894, 0.233, -0.037], [-0.031, 0.186, -0.254], [-1.145, -0.699, 0.275], [0.389, 0.046, -0.846], [0.424, -0.249, 1.526], [1.282, -0.295, -0.343], [-1.227, 0.126, -0.036]],
  "homo_lumo_gap_ev": 8.34,
  "e_tot_ha": -3357.7131
}

One value per record, in order, for largest force on an atom: 0.1390; 0.0218; 0.0080; 0.0659 hartree/bohr.